# 1
ORCA calculation (the ωB97M-V functional and the def2-TZVPD basis) on a cluster of 3 separate species, C34H33BrCl3F17O6 in total in a non-equilibrium geometry.

Geometry (Å):
H 2.442 -0.786 -1.651
O -1.678 -1.703 -1.659
H 3.460 -4.948 2.648
O -1.952 -5.258 1.731
C 1.085 -1.604 -3.138
F -6.061 7.611 -3.075
C 1.211 -2.209 -0.570
O -0.868 -4.994 6.054
C -2.173 -5.064 -0.683
C 1.193 4.415 -0.575
C 0.975 -4.357 1.549
H 5.198 -0.105 -1.081
H -3.893 6.404 -6.151
H 1.984 -3.649 -2.685
H -1.593 -2.467 5.361
C -1.473 -4.856 0.708
H 4.118 -1.612 1.363
F 1.856 3.716 -1.540
H -0.776 -1.626 6.814
C 0.859 -5.461 2.664
H -0.436 -6.591 4.806
C -0.689 7.089 1.406
F 0.566 6.668 1.650
H -4.155 6.819 -1.526
C 2.214 -3.563 1.390
F -3.669 2.180 -4.799
C -0.021 -2.997 -0.399
C 1.163 3.540 0.678
C 1.260 -3.152 -3.371
C -3.652 4.500 -5.258
C -1.287 -2.771 -1.282
H 0.244 -3.629 -3.394
C 1.372 -1.119 -1.663
O 0.423 -3.905 7.512
H 0.693 2.573 0.473
H 3.363 -3.286 5.793
H -0.019 4.876 -2.248
C -0.675 -2.390 6.009
C -4.480 3.262 -4.911
H 0.158 -2.118 5.300
F -6.317 5.569 -3.716
H -5.425 5.680 -5.810
H 6.489 -1.056 -0.231
Cl 0.422 0.413 -1.294
H 4.387 -3.678 1.798
O -0.711 6.080 -0.817
F 1.916 5.540 -0.367
C 3.674 -1.715 0.336
F -3.062 4.266 -6.466
F -5.721 5.690 -1.036
H 6.219 -1.217 -2.045
F -1.671 4.965 0.872
C -0.322 -3.810 6.570
H 1.818 -6.018 2.792
C 3.420 -2.965 3.625
H 1.158 -3.953 4.277
F -2.640 4.671 -4.376
C -2.080 -4.084 -1.624
C 0.402 -4.722 3.973
C 4.703 -2.253 -0.733
H 5.218 -3.141 -0.291
H -0.915 4.009 -1.051
C 3.418 -3.874 2.348
H 0.101 -6.209 2.306
O -4.452 6.694 -4.260
C -5.402 6.448 -3.264
C -4.426 5.827 -5.393
H -5.213 3.049 -5.696
H 0.107 -1.263 -3.551
F 3.971 -2.675 -1.865
C 0.087 -5.669 5.189
F 2.429 3.297 1.110
H 3.423 -0.657 0.029
F 0.517 4.121 1.709
C -0.134 -4.051 0.633
F -5.128 3.377 -3.737
F -3.979 4.930 -2.091
H -0.558 -4.189 3.725
H 4.879 -3.991 4.782
H -0.636 8.117 1.038
C 3.903 -3.436 4.831
Cl 2.361 -0.766 -4.189
F -1.349 7.084 2.588
Cl -3.060 -6.550 -1.103
F -2.602 6.742 0.082
C -0.175 4.803 -1.170
C 5.724 -1.102 -1.047
C 2.316 -2.503 0.363
H 0.990 -6.025 5.745
Br -2.938 -4.263 -3.366
H 3.070 -1.904 3.572
C -4.766 6.016 -1.940
H 1.682 -3.272 -4.409
C -1.404 6.192 0.390

## Properties
E_HOMO   -9.172 eV
Frontier orbital gap   7.78 eV
Structure (SMILES)   C=CCc1c(CCCOC(C)=O)c2c(c([C@H](Cl)[C@H](C)Cl)c1C[C@H](C)F)C(=O)C(Br)=C(Cl)C2=O.FC(F)C(F)(F)COC(F)(F)C(F)F.FC(F)C(F)(F)COC(F)(F)C(F)F
LUMO level   -0.0511 Ha



# 2
ORCA calculation (the ωB97M-V functional and the def2-TZVPD basis) on the ion C8H11NOP with charge +1 in a non-equilibrium geometry.

Geometry (Å):
H -1.043 -0.782 1.600
H -0.788 -3.022 1.287
O 2.452 1.196 -1.408
C -0.190 -2.891 -0.738
H 0.164 0.700 2.296
C -0.614 -1.091 0.789
H 1.150 2.278 2.060
C 0.140 1.309 0.182
H 1.739 0.752 1.399
C 0.796 1.367 1.648
C -0.244 -0.153 -0.182
H -1.676 2.228 -0.752
C 0.063 -0.665 -1.434
H -1.748 1.899 0.872
H -0.690 3.222 0.263
P 1.555 2.192 -0.879
N -1.109 2.220 0.146
H 0.325 -2.256 -2.822
H -0.193 -4.001 -0.842
C -0.541 -2.452 0.486
H 0.384 -0.024 -2.219
C 0.068 -2.026 -1.752

## Properties
Charge   +1
E_HOMO   -12.890 eV
Frontier orbital gap   7.93 eV
Structure (SMILES)   C[C@@]([NH3+])(P=O)c1ccccc1
LUMO level   -0.1822 Ha



# 3
ORCA calculation (the ωB97M-V functional and the def2-TZVPD basis) on a structure of composition C33H41Cl9N5Sn in a non-equilibrium geometry.

Geometry (Å):
H 1.907 4.958 0.121
Cl 2.865 2.087 3.037
H 1.755 -1.061 3.648
H 0.704 2.868 0.678
H -5.042 -2.228 0.918
H -0.785 -0.528 -2.362
H 1.996 -2.428 1.610
C -0.026 0.717 4.876
H 4.939 2.338 -4.309
C -0.723 2.837 -4.361
H 2.233 1.817 -4.531
H -0.374 -2.213 -4.102
C -1.145 6.215 0.564
H -0.860 -4.408 2.373
H -4.286 -3.806 -3.485
H -0.328 2.967 -2.357
H 3.218 -1.313 -2.333
H -4.714 -1.862 -1.900
C -2.985 -4.711 2.062
C 1.991 -2.962 -1.773
N -2.755 -1.125 -1.947
C -1.780 -3.940 2.055
C -1.816 5.053 1.063
C -2.673 0.140 4.364
C 4.448 1.373 -4.186
H 3.388 -0.113 2.496
C 0.112 3.766 0.579
H 1.177 -2.256 -1.607
C -4.144 -2.738 1.237
H 1.804 -3.435 -2.737
C 3.953 0.678 2.988
H -3.493 1.384 -5.699
C -1.857 -2.658 1.572
C -2.258 0.211 5.661
H -1.745 7.104 0.438
C 2.985 1.524 -3.798
C 0.836 4.931 0.256
C -4.171 -4.053 1.668
C -3.748 -1.979 -2.369
H 1.725 -3.924 2.576
H -2.862 -5.732 2.390
C 0.210 6.177 0.194
C -1.059 2.613 -3.069
C 5.160 0.893 2.057
C 2.117 -2.907 2.582
C -0.539 0.664 3.564
C -3.171 1.718 -3.571
H 4.873 0.872 1.006
C 3.305 -2.183 -1.683
Cl 0.416 0.131 0.177
C -2.280 -3.140 -3.861
H 4.230 0.332 3.984
H 2.575 0.556 -3.508
H 4.605 0.733 -5.054
H -2.814 5.005 1.475
Sn -2.918 0.996 0.308
Cl 4.816 -2.969 -2.052
C -1.316 -2.164 -3.578
H 0.282 -2.041 3.217
C -0.901 0.475 5.970
H 0.127 0.981 2.776
Cl 5.361 0.475 -2.896
N -2.279 2.106 -2.654
H 3.380 -1.817 -0.659
Cl 3.828 -3.072 3.052
C -2.854 1.824 -4.947
H 0.663 7.118 -0.079
C -1.522 -1.293 -2.559
N -2.973 -1.981 1.280
H 0.231 3.242 -4.664
H -0.965 -2.060 1.453
H -4.074 1.228 -3.240
Cl 1.883 -4.232 -0.543
N -1.823 0.346 3.305
C -3.558 -3.039 -3.267
Cl 6.293 -0.411 2.356
H -3.712 -0.068 4.153
Cl 2.580 2.783 -2.532
H -5.061 -4.662 1.731
N -1.174 3.831 0.968
C -1.586 2.339 -5.356
H -1.380 2.394 -6.415
H -0.628 0.648 7.001
Cl 1.365 -2.820 5.161
H 0.970 1.056 5.116
H -2.092 -3.988 -4.502
C 1.298 -2.050 3.611
H -3.020 0.069 6.413
H 5.661 1.796 2.407

## Properties
Charge   +1
E_HOMO   -11.741 eV
Frontier orbital gap   7.20 eV
LUMO level   -0.1670 Ha



# 4
ORCA calculation (the ωB97M-V functional and the def2-TZVPD basis) on a structure of composition C29H31As2BFeN4O2S in a non-equilibrium geometry.

Geometry (Å):
H -11.167 -17.111 2.905
C -9.716 -11.925 -2.241
H -15.433 -12.046 -2.249
H -10.691 -11.846 2.206
C -11.728 -11.963 -0.871
C -16.369 -9.745 2.757
C -15.554 -15.498 7.179
C -15.170 -13.028 -2.566
H -14.981 -15.238 9.229
H -16.054 -16.441 7.383
H -13.721 -12.166 6.533
Fe -13.848 -13.507 1.309
H -16.192 -10.791 0.874
H -20.124 -15.850 -1.327
C -13.731 -15.538 -2.006
H -20.100 -17.175 0.737
O -16.986 -14.311 2.460
C -17.850 -14.856 1.544
As -14.010 -13.809 -1.234
H -13.470 -15.501 -3.056
C -12.285 -12.933 -1.721
H -15.573 -11.161 5.706
C -18.633 -15.974 1.706
C -16.267 -9.893 4.172
C -14.734 -13.305 4.230
H -16.077 -13.643 -2.639
H -15.983 -15.456 5.036
H -11.986 -16.947 4.418
H -16.537 -9.110 4.827
B -16.454 -13.199 1.824
C -16.136 -10.793 1.954
C -14.320 -13.615 7.994
C -14.949 -14.833 8.229
H -16.657 -8.794 2.338
N -11.712 -16.555 3.539
N -13.337 -15.048 3.826
C -13.269 -9.635 0.238
H -12.929 -16.042 -1.463
N -15.821 -12.062 2.455
H -11.977 -14.084 -3.529
C -14.249 -13.095 6.701
H -11.648 -10.476 2.809
H -13.498 -9.068 1.120
As -12.671 -11.413 0.759
C -14.832 -13.781 5.651
H -10.556 -10.246 1.450
H -9.739 -13.196 -3.992
N -14.054 -14.007 3.358
C -19.456 -15.583 -0.542
C -10.276 -12.857 -3.103
C -15.524 -14.967 5.892
C -18.636 -14.466 -0.684
H -14.642 -12.965 -3.517
C -17.844 -14.103 0.388
C -15.785 -11.085 4.641
C -10.447 -11.486 -1.161
C -11.240 -10.941 1.930
H -18.640 -13.862 -1.588
H -14.149 -9.708 -0.427
C -15.479 -12.161 3.815
H -13.887 -13.058 8.800
O -16.964 -13.051 0.532
H -9.990 -10.725 -0.548
H -14.640 -16.106 -1.905
H -18.603 -16.492 2.665
C -19.430 -16.334 0.633
C -11.543 -13.354 -2.838
H -12.437 -9.184 -0.285
H -8.738 -11.528 -2.399
C -12.464 -15.560 2.998
S -12.087 -15.170 1.355

## Properties
Expectation value of S²   6.10
Multiplicity   5
E_HOMO (alpha / beta)   -5.939 / -6.529 eV
Frontier orbital gap (alpha / beta)   6.56 / 6.21 eV
LUMO level (alpha / beta)   0.0230 / -0.0117 Ha



# 5
ORCA calculation (the ωB97M-V functional and the def2-TZVPD basis) on a structure of composition C36H36N8O4S2W in a non-equilibrium geometry.

Geometry (Å):
C -2.647 0.771 1.359
O 0.999 0.384 1.002
H -1.977 -2.476 5.138
H -4.396 2.531 3.686
H -5.863 2.938 1.727
N -0.238 1.917 -0.189
C -4.813 1.449 -3.211
N 3.427 -0.923 0.406
C -4.964 2.344 1.625
C -1.684 -1.335 3.356
O 0.866 -2.037 0.807
C -1.317 0.048 1.191
H -5.202 2.023 -0.482
H 5.043 1.679 1.188
H 1.358 2.663 -2.098
C 0.143 -1.973 1.958
H 0.838 2.687 2.078
C -3.003 1.342 2.584
N -1.160 -0.676 -0.087
C 2.489 -0.449 -5.518
H 0.022 -3.907 4.745
H -0.092 1.636 3.168
H 4.245 0.557 5.408
S -0.346 -2.086 -2.176
N 0.299 1.167 -1.104
C 2.549 -1.120 -4.306
C 1.481 1.454 -4.466
H 2.422 2.104 4.747
H 3.382 -3.103 -2.414
C -4.150 2.109 2.720
C 0.480 -2.958 2.885
C 2.639 -0.643 4.637
C -3.208 -1.897 -3.974
H -1.308 0.042 -3.981
N 3.938 0.267 0.031
C 1.089 1.615 -2.064
H 1.926 -0.322 5.398
C 1.960 0.828 -5.600
H 1.073 2.454 -4.529
H -3.186 0.695 -0.724
H -3.840 3.354 -3.015
C -4.597 1.828 0.393
H -0.921 2.850 2.156
C 3.133 1.738 4.006
S -3.246 -2.895 -2.438
C 4.522 0.742 1.101
H 2.873 -0.958 -6.392
C -0.928 -1.063 2.213
O 3.157 -2.333 -4.345
H 5.203 -1.039 3.754
C -3.714 2.299 -3.222
C -0.251 -3.132 4.040
H 3.901 2.505 3.870
C -3.449 1.061 0.257
C 1.504 0.808 -3.226
C 2.060 -0.488 -3.152
C -4.649 0.094 -3.450
H 2.081 -0.794 3.710
H 1.832 -3.475 -3.210
C -2.295 0.433 -3.754
W 0.808 -0.768 -0.604
C 3.729 0.408 4.453
H 3.054 -1.605 4.941
C 2.903 -3.336 -3.363
H 3.327 -4.247 -3.776
O 2.119 -1.113 -1.945
H -5.505 -0.570 -3.417
N -2.203 -1.346 -0.536
H -5.802 1.843 -3.011
H 2.594 1.616 3.066
H -1.591 2.440 -3.490
C -0.096 2.142 2.200
H 1.920 1.335 -6.555
H -2.364 1.227 3.446
H -4.019 -2.306 -4.577
H -2.577 -0.765 3.540
C -1.958 -2.066 -1.579
C -2.454 1.787 -3.490
C 4.821 -0.054 3.487
C -0.181 1.141 1.074
H 1.320 -3.595 2.643
C -1.358 -2.329 4.263
C -3.389 -0.427 -3.730
N 3.665 -1.166 1.644
N 4.365 -0.135 2.104
H 5.653 0.651 3.494
H -2.271 -2.092 -4.496

## Properties
E_HOMO   -7.196 eV
Frontier orbital gap   6.25 eV
LUMO level   -0.0348 Ha



# 6
ORCA calculation (the ωB97M-V functional and the def2-TZVPD basis) on a cluster of 2 separate species, C3H3O2 in total in a non-equilibrium geometry.

Geometry (Å):
O 0.942 -2.269 0.408
C -1.865 -0.422 0.167
H -0.382 0.754 -0.364
C -0.722 0.145 0.506
O -2.871 -0.729 -0.287
H 0.317 -1.258 -1.397
H -0.045 0.226 1.451
C 0.590 -1.686 -0.476

## Properties
Charge   +1
E_HOMO   -15.033 eV
Frontier orbital gap   8.75 eV
LUMO level   -0.2310 Ha



# 7
ORCA calculation (the ωB97M-V functional and the def2-TZVPD basis) on a structure of composition C2O4S in a non-equilibrium geometry.

Geometry (Å):
O -1.961 -1.045 0.337
O 2.039 0.840 0.787
O -0.840 1.811 -1.549
C -0.857 -0.650 0.209
S 1.500 -0.194 -0.026
C -0.156 0.320 -0.620
O 0.275 -1.081 0.861

## Properties
E_HOMO (alpha / beta)   -11.294 / -11.351 eV
Frontier orbital gap (alpha / beta)   7.20 / 7.26 eV
LUMO level (alpha / beta)   -0.1503 / -0.1503 Ha



# 8
ORCA calculation (the ωB97M-V functional and the def2-TZVPD basis) on a cluster of 5 separate species, C3H14O5 in total in a non-equilibrium geometry.

Geometry (Å):
C -1.162 0.838 1.961
O 1.577 0.627 -0.895
H -1.701 1.741 1.659
O 2.722 -1.035 -2.875
H -1.005 -0.136 3.854
O 0.064 -0.668 -3.707
H -0.545 -1.396 -3.841
H -0.256 -0.364 -2.857
C -1.671 0.611 3.413
H 1.722 -0.009 -0.174
O 1.059 0.053 1.870
H -1.273 -0.300 -0.855
C 0.341 1.019 1.968
H -1.347 -0.051 1.363
H -0.480 -1.545 -0.892
H 2.860 -0.857 -3.824
H -1.583 1.522 3.999
H 2.110 0.381 -1.674
O -1.272 -1.157 -1.278
H -2.691 0.243 3.393
H 1.878 -1.549 -2.905
H 0.654 2.033 2.296

## Properties
E_HOMO   -10.204 eV
Frontier orbital gap   10.79 eV
Structure (SMILES)   CCC=O.O.O.O.O
LUMO level   0.0215 Ha



# 9
ORCA calculation (the ωB97M-V functional and the def2-TZVPD basis) on a structure of composition C17H18BN7O3SSn in a non-equilibrium geometry.

Geometry (Å):
C 0.577 1.194 1.647
O 1.909 -1.178 0.323
H 3.565 -0.615 2.376
C 3.482 -1.466 4.380
H 1.299 1.342 0.769
H -2.127 2.646 0.511
N -0.770 1.891 -2.363
H 2.323 1.887 -4.744
O 0.279 -5.128 2.149
C 1.339 -3.039 3.307
H -1.447 3.340 -3.739
Sn 0.042 -0.102 -0.180
H -0.085 1.247 -4.442
C 3.731 1.702 -2.993
H 4.691 1.982 -3.395
C -1.466 2.994 -2.708
S 0.008 -3.733 2.311
N -1.002 1.637 -1.044
H -0.882 -3.812 -3.694
H 3.122 -2.495 6.214
H 4.318 -0.871 4.783
N 2.049 0.991 -1.608
H 1.204 -3.873 5.312
N -0.223 -0.622 -3.080
C 2.788 -2.400 5.173
H -2.780 4.321 -1.517
H 0.155 2.156 1.703
N 0.349 -2.721 0.996
C -0.674 -2.806 -3.294
B 0.091 0.930 -3.286
H 1.299 0.867 2.333
C 2.059 -2.144 2.542
C -2.134 3.460 -1.577
N 1.572 1.209 -2.887
H 4.120 1.212 -0.888
C -1.807 2.598 -0.528
H -0.585 -3.074 -1.012
C -0.563 -2.499 -1.927
C 1.716 -3.172 4.655
C 3.390 1.286 -1.686
N -0.281 -1.186 -1.831
C 1.485 -2.052 1.205
H -0.280 0.524 1.792
O -1.228 -3.408 2.940
C 3.086 -1.324 3.053
H -0.458 -1.282 -5.064
C 2.543 1.652 -3.711
C -0.458 -1.595 -3.993

## Properties
Charge   +4
E_HOMO (alpha / beta)   -21.675 / -21.667 eV
Frontier orbital gap (alpha / beta)   5.20 / 5.19 eV
LUMO level (alpha / beta)   -0.6055 / -0.6055 Ha



# 10
ORCA calculation (the ωB97M-V functional and the def2-TZVPD basis) on a cluster of 2 separate species, C4H6N2O2PS in total in a non-equilibrium geometry.

Geometry (Å):
H -3.799 0.537 -0.592
N -0.097 -1.122 0.513
H -1.140 1.781 -0.403
S 4.747 1.273 0.933
H 0.544 -1.869 0.724
H -3.764 0.572 1.173
O 3.643 0.545 -1.724
C -1.976 -0.169 0.272
C -0.991 0.770 -0.075
H 3.222 1.402 -1.657
O 4.361 -1.453 -0.303
P 3.847 -0.083 -0.206
C 0.213 0.112 0.093
N -1.424 -1.324 0.629
H -3.929 -0.976 0.331
C -3.456 0.003 0.293

## Properties
Charge   -1
E_HOMO (alpha / beta)   -5.135 / -3.580 eV
Frontier orbital gap (alpha / beta)   7.47 / 5.34 eV
LUMO level (alpha / beta)   0.0860 / 0.0646 Ha



Number 1: calculated total energy -7418.9810 Eh. Number 2: calculated total energy -782.4736 Eh. Number 3: calculated total energy -5911.6019 Eh. Number 4: calculated total energy -7651.5440 Eh. Number 5: calculated total energy -2995.8555 Eh. Number 6: calculated total energy -266.1899 Eh. Number 7: calculated total energy -775.0556 Eh. Number 8: calculated total energy -498.8817 Eh. Number 9: calculated total energy -1903.1211 Eh. Number 10: calculated total energy -1155.5833 Eh.